Entry 1:
{"formula": "C24H57N9O23S", "method": "ωB97M-V/def2-TZVPD", "e_tot_ev": -97124.9830, "molar_mass_g_mol": 871.8, "e_homo_ev": -9.30, "gap_ha": 0.3354, "multiplicity": 1, "species": ["C", "O", "C", "C", "C", "C", "C", "C", "C", "C", "C", "C", "C", "C", "C", "C", "O", "S", "O", "O", "O", "H", "H", "H", "H", "H", "H", "H", "H", "H", "H", "H", "H", "H", "H", "H", "H", "H", "H", "H", "H", "H", "H", "H", "H", "H", "H", "H", "H", "H", "H", "C", "N", "O", "O", "H", "H", "H", "C", "N", "O", "O", "H", "H", "H", "C", "N", "O", "O", "H", "H", "H", "C", "N", "O", "O", "H", "H", "H", "C", "N", "O", "O", "H", "H", "H", "C", "N", "O", "O", "H", "H", "H", "C", "N", "O", "O", "H", "H", "H", "C", "N", "O", "O", "H", "H", "H", "C", "N", "O", "O", "H", "H", "H"], "positions_angstrom": [[-0.7647, -0.0991, 3.9728], [-1.7185, -0.8012, 3.2111], [-1.4262, -0.8062, 1.8223], [-2.6947, -1.1511, 1.0724], [-3.6949, 0.0108, 0.8797], [-3.2889, 1.3415, 1.5231], [-2.4509, 2.3113, 0.6495], [-1.6367, 1.7332, -0.5118], [-1.2350, 2.7979, -1.5343], [-0.5629, 2.2003, -2.7802], [0.9855, 2.1923, -2.7473], [1.6573, 0.9288, -3.3111], [2.7487, 0.3853, -2.3561], [2.3541, -0.8611, -1.5650], [2.3903, -2.1795, -2.3347], [2.5338, -2.1067, -3.8594], [1.9011, -3.3484, -4.3003], [0.5703, -3.4405, -3.4646], [-0.3483, -2.4416, -3.9131], [0.2000, -4.8082, -3.3580], [1.1939, -2.9801, -2.0928], [0.2447, -0.2283, 3.5759], [-0.9901, 0.9734, 4.0017], [-0.7879, -0.4920, 4.9907], [-1.0359, 0.1726, 1.5283], [-0.6496, -1.5613, 1.6218], [-3.1647, -1.9553, 1.6464], [-2.4265, -1.5883, 0.1049], [-4.6536, -0.3009, 1.3012], [-3.8832, 0.1668, -0.1864], [-4.2064, 1.8753, 1.7776], [-2.8004, 1.1583, 2.4806], [-1.7445, 2.8371, 1.3036], [-3.1116, 3.0850, 0.2422], [-0.7102, 1.2857, -0.1304], [-2.2025, 0.9648, -1.0461], [-0.5677, 3.5274, -1.0629], [-2.1399, 3.3429, -1.8282], [-0.9219, 1.1737, -2.9137], [-0.9040, 2.7652, -3.6522], [1.3296, 3.0675, -3.3031], [1.3024, 2.3194, -1.7081], [2.1153, 1.1323, -4.2830], [0.8857, 0.1695, -3.4835], [3.6788, 0.1931, -2.9029], [2.9774, 1.1590, -1.6231], [3.0246, -0.9618, -0.7129], [1.3454, -0.7259, -1.1586], [3.2253, -2.7813, -1.9686], [3.5717, -2.1191, -4.1804], [2.0146, -1.2839, -4.3459], [-6.8391, 2.5434, 4.6888], [-5.4463, 2.2070, 4.2889], [-4.6577, 3.1181, 4.1190], [-5.1763, 1.0370, 4.1418], [-6.9195, 3.6199, 4.7627], [-7.4997, 2.1418, 3.9283], [-7.0194, 2.0509, 5.6399], [4.4187, 2.4994, 1.3686], [3.2147, 2.7915, 0.5411], [2.1867, 2.1753, 0.7569], [3.3484, 3.6075, -0.3452], [4.1457, 1.7660, 2.1185], [5.1516, 2.1003, 0.6706], [4.7589, 3.4294, 1.8130], [2.7147, -2.9987, 2.2251], [3.4699, -1.7186, 2.1232], [3.4002, -0.9426, 3.0478], [4.1117, -1.5412, 1.1067], [2.1960, -3.0115, 3.1759], [2.0230, -3.0286, 1.3877], [3.4379, -3.8047, 2.1450], [-11.1660, 4.1132, 2.5195], [-9.9662, 3.4954, 3.1472], [-10.1296, 2.5562, 3.8957], [-8.8890, 3.9753, 2.8644], [-12.0410, 3.5780, 2.8663], [-11.1800, 5.1567, 2.8184], [-11.0385, 4.0339, 1.4444], [-3.3000, -1.8637, -2.9759], [-4.4899, -0.9977, -2.7544], [-5.5865, -1.4595, -2.9848], [-4.2771, 0.1267, -2.3492], [-3.6387, -2.8309, -3.3262], [-2.6675, -1.3708, -3.7065], [-2.7769, -1.9371, -2.0273], [-2.1514, 5.1844, 4.5513], [-0.8468, 5.2573, 5.2637], [-0.7061, 6.1140, 6.1106], [-0.0039, 4.4452, 4.9467], [-2.7923, 5.9662, 4.9396], [-1.9473, 5.3151, 3.4929], [-2.5692, 4.1978, 4.7264], [8.6805, 0.0753, -0.6772], [7.7692, 1.1433, -0.1807], [6.6548, 1.1958, -0.6573], [8.1970, 1.8885, 0.6733], [8.1490, -0.5009, -1.4256], [9.5565, 0.5690, -1.0865], [8.9581, -0.5291, 0.1808], [5.9310, -4.6357, -2.4210], [6.8136, -3.4334, -2.3868], [8.0085, -3.6047, -2.2948], [6.2722, -2.3469, -2.4528], [6.5543, -5.5181, -2.3541], [5.2513, -4.5582, -1.5777], [5.3745, -4.6105, -3.3529], [2.2521, -7.5054, -4.1471], [3.4367, -7.5086, -3.2452], [3.5403, -8.3952, -2.4304], [4.2282, -6.5931, -3.3815], [1.6345, -8.3625, -3.9091], [1.7299, -6.5725, -3.9611], [2.6234, -7.5433, -5.1666]], "atomic_forces_ev_per_a": [[0.0, 0.0, 0.2], [0.0, -0.2, 0.0], [0.0, 0.0, 0.1], [0.0, -0.1, -0.1], [-0.1, 0.0, 0.1], [-0.1, 0.2, -0.2], [0.2, 0.0, 0.1], [0.2, 0.1, 0.0], [-0.1, 0.0, 0.0], [0.1, 0.1, -0.1], [-0.5, 0.1, 0.1], [0.1, 0.0, 0.2], [0.0, -0.1, -0.3], [-0.2, 0.1, 0.1], [0.6, 0.4, 0.1], [-0.2, -0.2, -0.3], [0.3, 0.2, -0.2], [-0.1, -0.1, 0.2], [0.0, -0.4, 0.0], [-0.2, 0.1, -0.2], [0.0, 0.1, 0.0], [0.1, 0.0, 0.0], [0.0, 0.0, 0.0], [0.0, 0.1, -0.1], [0.0, -0.1, 0.0], [0.0, 0.1, 0.0], [0.0, 0.0, -0.1], [0.1, 0.1, 0.0], [0.0, 0.1, 0.0], [0.0, 0.0, 0.3], [0.0, 0.0, 0.0], [-0.1, 0.0, -0.1], [-0.1, 0.1, 0.0], [0.0, -0.1, 0.0], [-0.1, -0.2, -0.1], [0.0, 0.0, 0.1], [0.0, 0.0, 0.0], [0.1, 0.0, 0.0], [-0.1, 0.0, 0.0], [0.0, -0.1, -0.1], [0.2, 0.0, 0.2], [0.0, 0.1, -0.1], [-0.1, 0.0, 0.0], [0.1, 0.0, 0.1], [0.0, 0.0, 0.1], [0.1, 0.0, -0.1], [-0.1, 0.0, 0.0], [0.0, 0.0, -0.1], [-0.1, -0.1, 0.0], [0.0, -0.2, 0.1], [0.0, 0.0, 0.2], [0.1, 0.0, 0.0], [0.1, -0.1, -0.1], [0.0, 0.2, 0.1], [-0.1, -0.1, 0.1], [0.0, 0.0, 0.0], [0.0, 0.0, 0.1], [0.0, 0.0, 0.0], [-0.2, -0.3, 0.0], [0.0, -0.1, 0.0], [0.1, 0.0, 0.1], [0.0, 0.1, 0.0], [0.0, 0.0, 0.0], [0.1, 0.1, 0.1], [0.0, 0.0, -0.1], [-0.1, 0.0, 0.0], [-0.1, -0.1, 0.1], [0.0, 0.1, 0.0], [0.1, 0.0, 0.0], [0.0, 0.0, 0.0], [0.0, 0.0, 0.0], [0.0, 0.0, 0.0], [0.0, 0.0, 0.0], [0.0, 0.0, 0.0], [-0.1, -0.1, 0.1], [0.0, 0.1, -0.1], [0.0, 0.0, 0.0], [0.0, 0.0, 0.0], [0.0, 0.0, 0.0], [0.0, 0.0, -0.1], [0.0, -0.1, 0.0], [0.0, 0.0, 0.0], [0.0, 0.1, -0.2], [0.0, 0.0, 0.0], [0.0, 0.0, 0.0], [0.0, 0.0, 0.0], [-0.1, 0.0, 0.0], [0.0, 0.0, 0.0], [0.0, 0.1, 0.1], [0.0, -0.1, 0.0], [0.0, 0.0, 0.0], [0.0, 0.0, 0.0], [0.0, 0.0, 0.0], [0.0, 0.0, -0.1], [0.1, -0.1, 0.0], [-0.1, 0.0, -0.1], [0.0, 0.0, 0.1], [0.0, 0.0, 0.0], [0.0, 0.0, 0.0], [0.0, 0.0, 0.0], [0.1, 0.1, 0.0], [-0.1, -0.1, 0.0], [0.1, 0.0, 0.0], [-0.1, 0.1, 0.0], [0.0, 0.0, 0.0], [0.0, 0.0, 0.0], [0.1, 0.1, 0.1], [0.0, 0.0, 0.1], [-0.1, -0.1, 0.0], [0.0, 0.0, 0.0], [0.0, -0.1, 0.0], [0.1, 0.0, 0.0], [-0.1, 0.1, -0.1], [0.0, 0.1, 0.0]], "mulliken_charge": [-0.42, -0.46, -0.55, 0.02, -0.59, 0.13, -1.30, 1.36, -1.15, -0.69, -0.18, -0.59, -0.86, 0.51, 0.84, -0.53, -0.41, 1.23, -0.53, -0.67, -0.39, 0.14, 0.12, 0.29, 0.46, 0.30, 0.54, -0.50, 0.56, -0.08, 0.39, 0.02, 0.18, 0.36, -0.27, -0.42, 0.34, 0.54, 0.02, 0.50, 0.41, -0.08, 0.41, 0.17, 0.56, 0.16, -0.54, -0.05, -0.03, 0.39, 0.31, -0.82, 0.83, -0.48, -0.49, 0.29, 0.33, 0.33, -0.52, 0.79, -0.36, -0.51, 0.26, 0.11, 0.30, -0.73, 0.93, -0.53, -0.51, 0.33, 0.22, 0.27, -0.71, 0.84, -0.52, -0.49, 0.32, 0.28, 0.28, -0.55, 0.99, -0.60, -0.54, 0.39, 0.33, 0.01, -0.58, 0.90, -0.56, -0.53, 0.32, 0.25, 0.21, -0.68, 0.88, -0.52, -0.55, 0.23, 0.30, 0.28, -0.78, 0.91, -0.56, -0.48, 0.38, 0.27, 0.28, -0.43, 0.84, -0.53, -0.50, 0.31, 0.06, 0.27]}

Entry 2:
{"formula": "C24H57NO13S7", "method": "ωB97M-V/def2-TZVPD", "e_tot_ev": -129760.1938, "molar_mass_g_mol": 792.2, "e_homo_ev": -8.66, "gap_ha": 0.3282, "multiplicity": 1, "species": ["C", "C", "O", "C", "O", "O", "H", "H", "H", "H", "C", "C", "O", "C", "O", "O", "H", "H", "H", "H", "C", "C", "C", "C", "N", "H", "H", "H", "H", "H", "H", "H", "C", "S", "O", "C", "H", "H", "H", "H", "H", "H", "C", "S", "O", "C", "H", "H", "H", "H", "H", "H", "C", "S", "O", "C", "H", "H", "H", "H", "H", "H", "C", "S", "O", "C", "H", "H", "H", "H", "H", "H", "C", "S", "O", "C", "H", "H", "H", "H", "H", "H", "C", "S", "O", "C", "H", "H", "H", "H", "H", "H", "C", "S", "O", "C", "H", "H", "H", "H", "H", "H"], "positions_angstrom": [[-12.1691, -17.9506, 28.1667], [-11.7959, -17.1574, 29.4031], [-11.8851, -15.8215, 28.9143], [-11.6976, -15.8514, 27.5740], [-11.5144, -14.8897, 26.9080], [-11.6195, -17.1369, 27.1320], [-13.2478, -18.0502, 28.0351], [-11.6958, -18.9316, 28.1757], [-10.7726, -17.3929, 29.6872], [-12.4809, -17.4274, 30.2048], [-5.4241, -25.1111, 23.8229], [-6.2130, -24.2349, 22.8352], [-5.3093, -23.2574, 22.3780], [-4.1506, -23.3698, 23.0894], [-3.1986, -22.6843, 22.9200], [-4.3347, -24.2329, 24.1203], [-5.0629, -26.0186, 23.3441], [-6.0794, -25.3532, 24.6565], [-7.1551, -23.8014, 23.1674], [-6.4897, -24.9212, 22.0301], [-12.3904, -24.7773, 24.3562], [-13.4526, -23.9013, 23.7221], [-12.9522, -22.6526, 23.0205], [-12.1365, -22.8187, 21.8117], [-11.4828, -22.8766, 20.8694], [-12.8509, -25.5877, 24.9130], [-11.7252, -24.2019, 25.0147], [-11.6414, -25.1150, 23.6325], [-14.1563, -23.5336, 24.4819], [-14.1797, -24.5166, 23.1793], [-12.3073, -22.1251, 23.7281], [-13.7918, -22.0152, 22.7447], [-6.9096, -24.6977, 17.4296], [-7.7475, -24.8990, 19.0307], [-6.6949, -25.4865, 19.9230], [-8.0905, -23.1460, 19.4464], [-7.6299, -24.4411, 16.6499], [-6.4467, -25.6486, 17.1831], [-6.1807, -23.8887, 17.4676], [-7.1528, -22.6208, 19.6383], [-8.5574, -23.3152, 20.4162], [-8.6664, -22.6862, 18.6531], [-7.7430, -24.9500, 27.8119], [-6.5438, -23.7203, 28.3657], [-6.6851, -23.7152, 29.8603], [-5.0358, -24.6910, 28.1186], [-7.4548, -25.9826, 28.0407], [-7.9637, -24.9740, 26.7457], [-8.6641, -24.7925, 28.3730], [-4.2068, -23.9884, 28.0788], [-5.0440, -25.3143, 27.2183], [-4.8879, -25.4421, 28.8955], [-9.7062, -21.1293, 26.1443], [-8.2493, -21.5216, 25.1651], [-8.1102, -23.0053, 25.4484], [-9.0780, -21.5258, 23.5662], [-10.6467, -21.3628, 25.6251], [-9.8518, -20.0873, 26.4159], [-9.7634, -21.8262, 26.9768], [-9.5535, -20.5485, 23.4908], [-9.7886, -22.3490, 23.5364], [-8.3963, -21.6513, 22.7267], [-10.5367, -17.6771, 23.0887], [-11.8407, -18.8937, 22.7650], [-12.0568, -19.6764, 24.0265], [-13.1605, -17.6494, 22.6320], [-10.4952, -17.1795, 22.1208], [-9.6451, -18.2901, 23.2270], [-10.6857, -17.1002, 23.9973], [-13.7749, -17.7556, 23.5323], [-13.8758, -17.8106, 21.8246], [-12.8325, -16.6123, 22.6189], [-5.6036, -20.2402, 21.9120], [-6.4390, -18.8180, 21.1324], [-7.8817, -18.8173, 21.5674], [-5.7031, -17.5148, 22.1243], [-6.4003, -20.9172, 22.2020], [-4.9703, -19.8721, 22.7117], [-5.0128, -20.7359, 21.1441], [-6.0411, -17.5402, 23.1582], [-5.9624, -16.5763, 21.6342], [-4.6097, -17.5377, 22.1195], [-6.1370, -18.9136, 26.9607], [-4.9212, -19.4346, 25.7555], [-3.7087, -18.5910, 25.9373], [-4.6261, -21.0633, 26.4458], [-6.9611, -19.6238, 26.9645], [-6.4980, -17.9428, 26.6204], [-5.6906, -18.7893, 27.9468], [-4.3871, -21.0363, 27.5131], [-3.7363, -21.5038, 25.9825], [-5.3873, -21.8264, 26.2667], [-7.8359, -20.8230, 30.6911], [-8.8324, -19.4590, 30.0534], [-8.9793, -19.7332, 28.5950], [-10.3302, -20.0479, 30.8929], [-6.7863, -20.6051, 30.4866], [-8.0923, -21.7742, 30.2309], [-7.8864, -20.8660, 31.7804], [-10.5229, -21.0533, 30.5107], [-11.2434, -19.4930, 30.6802], [-10.1573, -20.0422, 31.9671]], "atomic_forces_ev_per_a": [[0.4, -0.5, 0.2], [-0.3, -0.9, -0.6], [-0.3, 0.0, 0.5], [0.9, -0.2, 0.0], [-0.3, 0.1, -0.3], [-0.5, 0.3, 0.0], [0.0, 0.1, 0.0], [0.0, 0.0, -0.3], [0.1, 0.3, 0.1], [0.0, 0.8, 0.2], [-0.8, 1.3, -0.6], [-1.1, -2.0, -0.9], [0.9, -0.2, 0.0], [-1.2, 0.7, 0.5], [0.3, -0.2, -0.1], [0.7, -0.6, 0.3], [0.2, 0.0, 0.1], [0.6, 0.2, 0.5], [0.4, 0.3, 0.6], [0.1, 0.5, -0.4], [0.9, 0.7, -0.1], [-1.2, -0.4, 0.5], [0.2, -0.1, -0.2], [-0.1, -0.2, 0.1], [0.1, -0.1, 0.0], [0.2, -0.2, -0.1], [-0.5, 0.1, 0.3], [-0.5, -0.5, -0.2], [0.5, 0.2, 0.3], [0.6, 0.1, -0.8], [-0.2, 0.4, -0.1], [0.1, 0.2, 0.1], [-0.3, 0.6, 0.0], [0.2, -0.4, -0.8], [-0.3, 0.6, 0.0], [1.3, -1.2, 0.6], [-0.2, -0.1, 0.1], [0.0, 0.0, 0.1], [0.2, -0.2, 0.2], [0.1, 0.0, -0.3], [-0.7, 0.6, -0.2], [-0.4, 0.0, 0.2], [-0.4, -1.2, -0.2], [0.0, -1.0, 0.5], [-0.2, 0.4, -0.2], [0.2, -0.5, -0.7], [0.4, 0.3, 0.4], [0.1, 0.7, 0.0], [0.0, 0.4, -0.1], [0.1, -0.1, 0.1], [-0.2, 0.6, -0.3], [-0.3, 0.5, 0.5], [-1.7, 0.1, -0.3], [-1.1, -1.6, -0.1], [0.8, 0.4, 0.0], [0.1, 0.7, -0.2], [0.4, -0.1, -0.6], [0.6, 0.0, 0.3], [0.8, 0.4, 0.3], [-0.2, -0.1, -0.3], [-0.1, 0.1, 0.3], [0.3, 0.1, 0.2], [0.1, -1.4, -0.2], [0.1, 0.6, 0.3], [-0.2, 0.1, -0.2], [-1.2, 0.1, 0.6], [0.4, 0.6, 0.3], [0.2, 0.2, -0.3], [-0.4, 0.3, -0.2], [0.3, -0.1, 0.1], [0.4, -0.2, -0.3], [0.4, -0.1, -0.2], [-0.2, 0.4, -0.7], [-0.4, 0.2, 0.5], [0.3, -0.3, -0.1], [0.7, 0.5, -0.3], [0.1, 0.1, 0.4], [-0.1, -0.4, 0.3], [0.1, 0.0, 0.1], [-0.3, -0.2, -0.1], [-0.3, 0.0, 0.2], [0.0, -0.3, -0.1], [-0.1, 0.3, -0.1], [-0.2, -0.2, -0.3], [-0.1, -0.2, 0.2], [1.0, -1.0, 0.4], [0.0, 0.0, 0.1], [-0.1, 0.0, 0.0], [0.1, -0.2, 0.0], [-0.2, 0.3, 0.0], [0.0, 0.5, -0.3], [-0.5, 0.6, -0.1], [0.7, 0.5, 0.4], [0.0, -0.5, 0.4], [-0.3, 0.2, 0.1], [-0.4, -0.4, -0.3], [-0.1, 0.0, -0.3], [-0.2, 0.0, 0.0], [-0.3, -0.1, 0.0], [0.2, -0.1, 0.2], [0.3, 0.4, -0.1], [0.0, -0.1, 0.0]], "mulliken_charge": [-0.02, -0.20, -0.38, 0.51, -0.52, -0.14, 0.29, 0.02, 0.15, 0.34, -0.40, 0.56, -0.16, 0.56, -0.57, -0.36, 0.28, 0.26, -0.22, 0.03, -1.00, -0.73, 0.56, 0.22, -0.54, 0.40, 0.17, 0.29, 0.34, 0.37, -0.39, 0.37, -0.97, 0.42, -0.60, -0.55, 0.36, 0.34, 0.30, 0.18, 0.00, 0.52, -1.08, 0.97, -0.75, -1.13, 0.44, 0.22, 0.35, 0.31, 0.26, 0.41, -0.81, 1.15, -0.77, 0.07, 0.07, 0.30, 0.36, -0.28, 0.19, -0.40, -0.78, 0.72, -0.55, -1.12, 0.49, 0.03, 0.30, 0.30, 0.36, 0.38, 0.03, 0.27, -0.51, -0.92, -0.48, 0.25, 0.39, 0.21, 0.37, 0.41, -0.71, 0.87, -0.79, -0.84, -0.11, 0.40, 0.40, 0.40, 0.44, -0.07, -0.87, 0.30, -0.46, -0.98, 0.30, 0.18, 0.48, 0.31, 0.25, 0.43]}